Record 1
Entry from OMol25: 9 unconnected molecules or ions with the total composition C22H52N2O7S7 at a distorted geometry (ωB97M-V with the def2-TZVPD basis set).

Positions of all 90 atoms, in Å:
C -1.221 1.481 -4.385
S -1.776 1.085 -6.054
O -2.616 2.227 -6.544
C -0.115 1.147 -6.850
H -0.380 0.826 -4.146
H -2.016 1.294 -3.671
H -0.770 2.474 -4.342
H -0.189 0.728 -7.849
H 0.613 0.647 -6.208
H 0.259 2.171 -6.918
C 5.479 1.663 -3.388
S 3.694 1.912 -3.724
O 3.078 0.738 -4.433
C 3.145 1.848 -2.010
H 5.791 2.135 -2.458
H 6.100 2.023 -4.205
H 5.656 0.592 -3.258
H 2.095 2.127 -2.111
H 3.654 2.592 -1.403
H 3.208 0.876 -1.527
C -1.981 -2.752 -5.311
S -1.421 -2.676 -3.598
O -1.311 -1.232 -3.207
C -2.813 -3.494 -2.803
H -1.376 -2.028 -5.854
H -3.045 -2.539 -5.416
H -1.801 -3.705 -5.811
H -3.704 -2.864 -2.773
H -2.562 -3.797 -1.788
H -3.031 -4.407 -3.358
C 1.008 -2.988 -0.440
S 2.147 -1.653 -1.032
O 3.588 -1.994 -0.747
C 2.081 -1.893 -2.840
H 0.634 -2.897 0.573
H 1.414 -3.960 -0.725
H 0.133 -2.873 -1.090
H 1.251 -1.328 -3.260
H 2.051 -2.958 -3.078
H 2.999 -1.530 -3.296
C -0.922 0.876 4.741
S 0.291 0.746 6.057
O 0.110 2.038 6.795
C -0.604 -0.494 7.055
H -1.116 -0.063 4.223
H -0.450 1.600 4.073
H -1.854 1.336 5.068
H -0.540 -0.352 8.130
H -0.274 -1.520 6.852
H -1.651 -0.574 6.754
C 3.733 4.076 2.545
S 2.515 2.736 2.395
O 2.762 2.037 1.094
C 3.087 1.633 3.729
H 4.717 3.610 2.460
H 3.639 4.444 3.567
H 3.581 4.797 1.752
H 4.088 1.189 3.709
H 2.484 0.722 3.730
H 2.956 2.139 4.688
C -1.824 3.646 -1.282
S -1.345 4.162 0.384
O -1.389 5.661 0.496
C -2.709 3.399 1.286
H -1.141 3.985 -2.057
H -2.778 4.097 -1.576
H -1.971 2.573 -1.210
H -2.587 2.316 1.213
H -3.690 3.691 0.910
H -2.615 3.651 2.340
N -1.018 0.017 -0.782
C -0.335 0.887 -0.009
C -0.376 0.488 1.299
C -1.162 -0.703 1.293
C -1.597 -0.942 0.009
H -1.073 0.117 -1.779
H 0.143 1.723 -0.490
H 0.116 1.037 2.081
H -1.490 -1.365 2.084
H -2.180 -1.760 -0.370
N -3.383 -4.989 4.660
C -2.931 -3.882 3.978
C -1.671 -3.628 4.398
C -1.314 -4.550 5.392
C -2.381 -5.419 5.507
H -4.282 -5.424 4.608
H -3.542 -3.357 3.261
H -1.026 -2.807 4.122
H -0.387 -4.417 5.926
H -2.564 -6.197 6.230

Results
Relative energy (zero: lowest compared OMol25 entry of this formula, charge and spin): 0.987 eV



Record 2
Entry from OMol25: 3 unconnected molecules or ions with the total composition C22H52N5O8P2 at a distorted geometry (ωB97M-V with the def2-TZVPD basis set).

Positions of all 89 atoms, in Å:
N -2.634 -1.811 -0.881
C -2.561 -3.068 -0.999
C -3.389 -4.030 -0.185
C -2.736 -5.406 -0.042
C -2.596 -6.109 -1.398
C -1.513 -7.175 -1.396
N -0.267 -6.581 -0.822
C -0.413 -6.066 0.415
N 0.434 -6.289 1.391
C 1.662 -7.088 1.333
C 2.725 -6.478 2.253
C 2.978 -4.975 2.023
C 3.110 -4.189 3.345
N 1.865 -3.754 3.953
N -1.461 -5.212 0.685
H -1.979 -1.397 -1.546
H -1.842 -3.505 -1.705
H -4.391 -4.113 -0.606
H -3.490 -3.586 0.808
H -3.420 -5.984 0.579
H -3.545 -6.608 -1.602
H -2.426 -5.432 -2.231
H -1.788 -8.064 -0.827
H -1.270 -7.450 -2.418
H 0.479 -7.265 -0.877
H 0.229 -5.831 2.270
H 2.075 -7.085 0.326
H 1.432 -8.102 1.658
H 3.653 -7.011 2.053
H 2.465 -6.681 3.295
H 3.921 -4.869 1.486
H 2.212 -4.514 1.394
H 3.609 -4.851 4.055
H 3.750 -3.329 3.158
H 1.417 -3.011 3.433
H 1.214 -4.509 4.118
H -1.165 -4.242 0.698
O 1.434 0.641 -4.600
P 1.782 0.783 -3.186
O 3.344 0.935 -2.934
C 4.214 1.539 -3.908
C 4.302 3.043 -3.773
O 1.515 -0.625 -2.442
C 1.031 -1.741 -3.174
C 2.159 -2.593 -3.726
O 1.074 1.667 -2.104
C 1.547 2.910 -1.554
C 1.083 4.104 -2.361
H 3.899 1.262 -4.915
H 5.195 1.094 -3.740
H 3.354 3.517 -4.027
H 5.062 3.432 -4.450
H 4.568 3.334 -2.756
H 0.365 -1.415 -3.974
H 0.427 -2.330 -2.474
H 2.933 -1.970 -4.172
H 1.788 -3.293 -4.475
H 2.633 -3.169 -2.927
H 2.627 2.883 -1.414
H 1.111 2.962 -0.557
H 1.211 3.941 -3.432
H 1.634 4.998 -2.068
H 0.023 4.282 -2.185
O -0.976 5.301 0.982
P -2.029 6.252 1.399
O -2.475 5.909 2.902
C -1.524 5.550 3.909
C -0.934 6.751 4.617
O -3.313 5.655 0.576
C -3.190 4.608 -0.376
C -3.355 3.240 0.263
O -2.597 7.715 1.198
C -2.774 8.723 2.204
C -1.540 9.583 2.398
H -0.733 4.933 3.480
H -2.068 4.931 4.622
H -0.307 7.337 3.942
H -0.312 6.426 5.452
H -1.716 7.403 5.008
H -2.237 4.676 -0.900
H -3.976 4.775 -1.114
H -2.786 3.173 1.190
H -3.022 2.452 -0.416
H -4.402 3.056 0.510
H -3.125 8.276 3.132
H -3.591 9.338 1.828
H -0.638 8.973 2.453
H -1.626 10.170 3.312
H -1.415 10.270 1.562

Results
Net charge: +1



Record 3
Entry from OMol25: 9 unconnected molecules or ions with the total composition C22H53BrN18O11S at a distorted geometry (ωB97M-V with the def2-TZVPD basis set).

Positions of all 106 atoms, in Å:
C 2.782 -1.852 -1.293
C 2.267 -0.765 -2.024
C 0.701 -0.540 -2.331
C -0.015 0.142 -1.047
Br 1.236 1.630 -0.620
N 0.193 -0.790 0.141
C -1.090 -0.740 0.849
O -1.330 -0.650 2.069
C -2.143 -0.830 -0.399
C -3.546 -0.621 0.327
O -1.957 -1.903 -1.326
C -2.771 -3.054 -1.025
C -2.377 -3.760 0.380
C -1.616 0.479 -1.182
N -1.732 1.676 -0.305
C -2.005 2.749 -0.935
S -1.924 4.244 -1.662
O -1.758 0.574 -2.592
C -3.119 0.440 -3.054
C -3.768 1.801 -3.632
C -4.935 2.224 -2.597
H 3.649 -1.794 -0.564
H 2.251 -2.860 -1.410
H 3.021 -0.028 -2.455
H 0.271 -1.579 -2.538
H 0.662 0.107 -3.260
H 0.812 -0.219 0.744
H -3.741 0.435 0.692
H -3.717 -1.308 1.224
H -4.392 -0.862 -0.414
H -3.893 -2.884 -1.132
H -2.508 -3.840 -1.821
H -2.532 -4.882 0.317
H -1.240 -3.600 0.471
H -2.860 -3.268 1.278
H -3.098 -0.296 -3.936
H -3.858 0.020 -2.305
H -2.960 2.588 -3.748
H -4.210 1.642 -4.679
H -5.880 1.604 -2.800
H -4.596 1.896 -1.548
H -5.129 3.340 -2.560
N 6.873 -0.774 -0.958
C 6.504 -1.696 -1.878
N 7.201 -2.861 -1.827
O 5.613 -1.497 -2.693
H 7.601 -0.918 -0.284
H 6.380 0.103 -0.964
H 6.956 -3.572 -2.496
H 7.935 -3.044 -1.168
N 0.023 6.351 -5.596
C -0.386 7.393 -4.822
N -1.112 7.042 -3.733
O -0.119 8.555 -5.091
H -0.185 5.390 -5.394
H 0.564 6.572 -6.414
H -1.436 7.789 -3.130
H -1.341 6.094 -3.497
N 1.147 0.992 3.416
C 2.221 0.657 4.178
N 2.179 -0.597 4.694
O 3.151 1.425 4.382
H 0.372 0.375 3.236
H 1.140 1.915 3.014
H 2.955 -0.886 5.265
H 1.426 -1.239 4.538
N 2.287 -4.598 4.871
C 2.944 -3.979 5.885
N 3.852 -4.754 6.527
O 2.733 -2.815 6.194
H 2.446 -5.552 4.602
H 1.604 -4.057 4.368
H 4.360 -4.332 7.286
H 4.038 -5.712 6.289
N -4.212 7.656 -0.350
C -3.952 8.275 -1.529
N -5.015 8.904 -2.089
O -2.845 8.268 -2.046
H -5.113 7.650 0.091
H -3.446 7.178 0.095
H -4.860 9.375 -2.964
H -5.932 8.923 -1.681
N -0.851 -6.816 8.429
C 0.421 -6.445 8.133
N 0.526 -5.337 7.358
O 1.397 -7.064 8.532
H -1.665 -6.323 8.112
H -0.969 -7.635 9.002
H 1.454 -5.031 7.118
H -0.262 -4.815 7.020
N 9.278 0.314 -3.992
C 10.017 0.611 -2.892
N 11.232 1.158 -3.152
O 9.618 0.402 -1.757
H 9.586 0.477 -4.932
H 8.370 -0.094 -3.838
H 11.808 1.392 -2.362
H 11.578 1.338 -4.077
N -8.441 -0.917 0.150
C -7.499 -1.624 -0.524
N -7.699 -2.966 -0.541
O -6.545 -1.093 -1.073
H -9.231 -1.332 0.608
H -8.326 0.082 0.184
H -7.021 -3.525 -1.031
H -8.475 -3.421 -0.096

Results
SMILES: C=CC[C@]1(Br)NC(=O)[C@](C)(OCC)[C@]1(N=C=S)OCCC.NC(N)=O.NC(N)=O.NC(N)=O.NC(N)=O.NC(N)=O.NC(N)=O.NC(N)=O.NC(N)=O



Quick rundown of orbital gap, same order as above: 8.306; 8.382; 7.782 eV
Quick rundown of E_LUMO, same order as above: 0.09; -2.94; -0.26 eV